DFT (the ωB97M-V functional and the def2-TZVPD basis) results for a cluster of 8 separate species, C44H100N4O12 in total.

Last column: Löwdin charge in e.
CARTESIAN COORDINATES (ANGSTROEM)
O 12.2938 13.0576 15.1319  -0.0772
O 14.0322 7.8897 16.0995  -0.0263
O 10.1726 16.6910 10.4377  -0.0279
O 9.5041 12.8659 15.5830  -0.0310
O 15.9568 15.4893 14.7293  -0.1078
O 12.7069 18.4556 13.2179  -0.0298
O 16.8848 15.0033 12.0283  -0.0545
O 14.9656 12.9886 16.0559  -0.0698
O 14.1001 10.1827 17.6688  -0.0699
O 13.1299 15.8861 14.5709  -0.0946
O 13.3890 15.4443 17.4149  -0.0096
O 15.5980 17.6236 13.0885  -0.0790
N 12.6336 19.8535 13.1986  -0.0782
N 10.2812 15.3124 10.3297  -0.1043
N 8.9550 11.6690 16.0143  -0.1379
N 12.4526 15.5197 18.4488  -0.1114
C 11.4563 15.0286 9.4207  -0.4646
C 8.3314 14.8316 11.6544  -0.0168
C 11.9954 13.7507 13.9022  -0.1913
C 13.0008 20.5235 14.5171  -0.4933
C 8.0224 14.8717 9.0526  -0.0322
C 8.5388 11.7373 17.4326  -0.4505
C 11.9126 22.6011 13.4721  -0.1984
C 11.5403 13.4513 9.1905  -0.1216
C 14.0894 15.4721 20.3001  -0.0318
C 9.2477 13.0704 10.0624  -0.1316
C 8.9855 14.6266 10.2892  -0.4528
C 7.4743 9.7500 15.4165  -0.1195
C 6.9083 9.6646 16.8930  -0.1390
C 11.5917 20.2973 12.2193  -0.4232
C 10.1397 19.8855 12.6219  -0.0305
C 10.2529 12.7443 8.9672  -0.2140
C 15.8707 17.2378 11.7340  -0.2185
C 9.8160 12.0123 18.3881  -0.0039
C 8.1407 11.0820 14.9528  -0.4544
C 13.4747 9.0190 15.6048  -0.2933
C 13.1226 22.0329 14.1862  -0.1420
C 12.6993 15.5248 10.0455  -0.0598
C 7.9803 10.3248 17.8231  -0.1414
C 11.8735 19.8461 10.7107  -0.0159
C 12.0076 20.3147 15.6208  -0.0320
C 16.2457 13.1148 15.6470  -0.2308
C 16.6582 14.6305 15.6444  -0.1522
C 11.9482 15.2372 14.0294  -0.1827
C 12.9998 9.8484 16.8237  -0.2295
C 12.3995 18.0920 18.8760  -0.0263
C 13.1908 13.2848 19.3343  -0.0292
C 9.1140 10.7581 13.7392  -0.0166
C 7.4199 12.7904 17.5490  -0.0287
C 11.7854 14.7071 20.7876  -0.1102
C 17.0606 16.3104 11.5255  -0.2398
C 12.8813 14.7913 19.6515  -0.4766
C 11.6381 16.7556 18.5320  -0.4334
C 10.9057 16.8101 17.1841  -0.0349
C 7.0240 12.0471 14.4138  -0.0352
C 11.3572 15.7854 8.0782  -0.0292
C 11.1373 16.1389 21.0357  -0.1465
C 10.5194 16.6342 19.6827  -0.1102
C 14.3685 20.0692 15.0341  -0.0295
C 11.6322 21.8592 12.1555  -0.1406
H 12.9996 12.6242 20.1800  0.0836
H 12.6177 8.9552 14.9343  0.1129
H 11.6218 18.8244 10.4262  0.0500
H 11.6450 17.1007 16.4378  0.0494
H 13.1912 13.2796 15.3910  0.0413
H 14.4602 14.8083 21.0811  0.0850
H 6.6381 9.5453 14.7480  0.1088
H 10.1326 17.6281 19.9078  0.1068
H 7.7346 13.6963 17.0311  0.0711
H 11.5313 20.5394 9.9424  0.0793
H 9.7072 15.9998 19.3279  0.1073
H 8.3174 12.5260 9.9007  0.1166
H 7.5386 10.5014 18.8038  0.1032
H 13.8799 16.4519 20.7292  0.0671
H 13.1516 18.3445 18.1285  0.0680
H 10.4697 15.8508 16.9054  0.0885
H 17.8357 16.8230 12.0953  0.1153
H 10.1089 16.7322 11.3947  0.0723
H 9.4314 11.8704 19.3981  0.0765
H 12.3029 20.8731 16.5090  0.0920
H 16.9358 12.5321 16.2573  0.1254
H 8.7837 9.6640 18.1486  0.1059
H 17.7452 14.6519 15.5659  0.1234
H 5.9452 10.1291 17.1047  0.0980
H 11.9998 19.2725 15.9401  0.0591
H 9.4111 20.3003 11.9254  0.0811
H 8.3683 15.8439 12.0569  0.0759
H 9.2885 11.6304 13.1094  0.0446
H 10.0355 18.8009 12.5918  0.0573
H 9.6136 12.6750 11.0100  0.0892
H 10.5905 11.2697 18.1962  0.0647
H 14.9850 7.9901 16.0390  0.1005
H 14.8534 15.5479 19.5264  0.0789
H 11.7316 18.9497 18.7961  0.0759
H 12.8918 18.1748 19.8450  0.0636
H 12.7302 16.5137 10.5029  0.0680
H 12.9472 19.9031 10.5320  0.0749
H 15.0862 20.1427 14.2170  0.0847
H 8.4802 14.6208 8.0958  0.0578
H 12.8724 14.9109 10.9295  0.0793
H 15.0496 15.5902 15.0264  0.0591
H 12.8602 15.4309 16.6139  0.0484
H 10.4408 12.6559 15.5920  0.0557
H 12.2793 9.1742 17.2868  0.1156
H 12.5457 12.8908 18.5491  0.0636
H 12.0789 23.6691 13.3311  0.1086
H 7.2413 13.0165 18.6003  0.0832
H 7.8359 15.9447 9.0064  0.0765
H 16.1854 12.7522 14.6209  0.1324
H 11.0472 13.9667 20.4793  0.0981
H 7.0962 14.2978 9.0811  0.0795
H 12.5182 22.1079 11.5714  0.1115
H 17.4365 16.2904 10.5026  0.1224
H 10.7179 22.3075 11.7665  0.1183
H 8.2076 8.9469 15.3428  0.1105
H 12.0362 12.8562 9.9573  0.1161
H 12.0687 13.2321 8.2626  0.1151
H 10.3941 15.9086 21.7990  0.0989
H 6.9950 12.0064 13.3250  0.0682
H 13.2950 22.5523 15.1289  0.1190
H 13.3855 15.5392 9.1988  0.1002
H 12.7958 13.5362 13.1941  0.1235
H 12.5399 10.7819 16.4991  0.0925
H 10.3098 15.7609 7.7772  0.0691
H 10.0992 10.3934 14.0298  0.0748
H 8.7434 14.1377 12.3870  0.0683
H 16.6570 15.0905 12.9568  0.0348
H 12.2896 14.3216 21.6738  0.1091
H 13.0258 16.8386 14.6307  0.0589
H 10.9879 22.6533 14.0469  0.1035
H 15.7093 16.8693 13.6718  0.0260
H 14.1699 9.5872 14.9868  0.1188
H 10.1473 17.5899 17.1141  0.0948
H 14.6996 20.6658 15.8841  0.0915
H 11.0299 20.6500 15.2747  0.0725
H 5.9969 11.8408 14.7148  0.0723
H 10.3302 11.6642 8.8427  0.1178
H 14.2890 19.0222 15.3266  0.0698
H 10.1110 13.0486 18.2238  0.0630
H 13.5391 18.3384 12.7539  0.0727
H 6.5261 12.5627 16.9681  0.0700
H 7.2561 14.6977 11.5362  0.0861
H 16.3216 15.1261 16.5550  0.1188
H 6.8238 8.6045 17.1322  0.0992
H 14.7995 13.2646 16.9602  0.0732
H 11.8889 15.6288 13.0139  0.1039
H 11.5546 16.8485 8.2153  0.0787
H 9.9253 13.0364 7.9695  0.1037
H 16.0261 18.2245 11.2977  0.1213
H 11.1054 13.3548 13.4132  0.1113
H 13.9626 22.2217 13.5178  0.1218
H 9.6894 20.1208 13.5862  0.0677
H 7.1896 13.0925 14.6740  0.0688
H 8.6246 9.9352 13.2182  0.0783
H 12.0067 15.4581 7.2664  0.0874
H 13.7846 10.4737 18.5275  0.0674
H 11.1041 15.6369 14.5913  0.1153
H 15.0080 16.8438 11.1967  0.0956
H 14.2050 13.0933 18.9840  0.0669
H 11.7657 16.9705 21.3546  0.0909

Cartesian forces, eV/Å:
O -1.35 0.26 -0.71
O 0.79 -2.37 -0.12
O -0.68 0.70 0.39
O 0.03 0.78 -0.18
O 1.16 -0.95 -0.91
O -0.23 -0.31 0.34
O -0.08 -0.03 -0.70
O -3.04 -0.51 0.75
O 0.18 -0.42 -0.20
O 0.50 -1.75 0.62
O 0.78 0.60 0.41
O -0.07 -0.22 -0.71
N 0.43 1.32 -0.58
N 1.46 -2.03 -0.86
N 0.43 -1.88 0.95
N -2.25 -0.89 1.69
C -1.87 -0.92 -0.58
C -0.81 0.13 -0.47
C 1.77 -0.37 0.46
C 0.13 0.72 -1.26
C 0.78 1.59 0.53
C -0.19 -1.03 -0.74
C -0.76 -0.11 0.31
C 0.74 0.19 -0.28
C 0.45 -0.73 -0.40
C 0.40 0.49 0.93
C -0.25 -2.16 -1.94
C -0.49 0.28 1.01
C 2.18 0.97 -0.36
C -1.12 1.28 0.53
C -0.20 -0.77 -0.40
C -1.66 0.54 -0.45
C -0.34 0.67 -0.54
C -2.43 -0.03 -1.35
C -0.30 0.21 -0.27
C -0.50 3.48 0.45
C -0.65 -0.38 0.09
C 0.68 -0.08 1.20
C -0.48 0.46 0.84
C 1.09 -0.18 0.99
C -0.58 -0.10 0.16
C 1.09 2.04 -1.06
C -0.74 -0.43 0.88
C -0.28 2.12 -0.46
C 0.22 0.22 -0.88
C 0.05 0.03 -1.18
C -0.03 0.41 -0.69
C -0.79 -0.10 0.90
C 0.83 0.47 0.06
C 0.60 2.18 -1.31
C 0.42 1.07 1.13
C -0.01 -0.53 1.00
C -0.55 0.34 1.40
C 0.56 0.92 -0.12
C 0.09 0.15 -0.26
C -1.40 0.31 0.02
C -0.56 -1.87 -1.45
C 1.36 -0.70 0.34
C -0.28 -0.56 -1.04
C 1.23 0.37 0.91
H 0.20 0.27 0.33
H -0.33 -0.98 0.14
H -0.49 0.02 0.35
H 0.00 -0.12 -0.31
H 0.60 -0.11 0.09
H 0.21 0.13 0.14
H 0.22 -0.14 -0.32
H -0.14 0.08 -0.54
H 0.43 0.26 0.35
H -0.78 0.09 0.41
H 0.00 -0.14 0.09
H -0.25 0.35 -0.06
H -0.48 0.12 0.16
H -0.06 -0.13 -0.13
H 0.32 -0.38 -0.13
H 0.02 -0.06 0.23
H 0.58 -0.08 0.14
H 0.10 0.94 0.20
H 0.19 0.18 0.18
H -0.04 0.22 -0.01
H 0.28 -0.01 -0.06
H 0.35 -0.27 -0.87
H -0.08 0.68 -0.50
H -0.02 0.13 -0.54
H -0.31 -0.11 -0.21
H 0.16 -0.08 -0.41
H 0.44 0.14 -0.16
H -0.31 -0.08 -0.11
H 0.09 -0.19 -0.27
H 0.38 -0.17 0.13
H 0.05 0.23 -0.19
H -0.06 -0.21 0.19
H 0.25 0.27 0.13
H -0.42 -0.11 0.14
H -0.20 -0.48 0.03
H -0.75 0.41 -0.59
H 0.37 -0.01 0.39
H 0.20 -0.06 0.15
H 0.29 -0.11 0.20
H 1.02 -0.53 -0.33
H -0.65 -0.31 0.05
H -0.04 -0.26 -0.49
H 0.60 0.38 -0.06
H -0.13 0.21 0.51
H -0.22 0.34 -0.16
H 0.24 0.06 -0.63
H -0.45 0.07 -0.07
H -0.49 0.08 -0.13
H 0.77 -0.09 -0.13
H -0.41 0.28 0.08
H 0.01 0.16 0.48
H -0.24 0.08 -0.68
H -0.51 -0.24 -0.11
H 0.11 -0.43 -0.58
H 0.05 -0.05 -0.12
H 0.47 0.78 0.53
H 0.71 0.50 0.09
H -0.32 0.70 -0.02
H 0.07 -0.03 -0.12
H 0.12 0.11 0.01
H 0.94 -0.45 0.74
H 0.28 -0.15 -0.13
H -0.40 -0.05 -0.15
H 0.06 -0.15 -0.54
H -0.08 -0.03 0.50
H -0.09 0.03 0.05
H -0.23 -0.08 0.36
H 0.00 0.08 0.02
H -0.50 0.38 -0.50
H 0.00 -0.57 0.59
H 0.10 -0.27 0.19
H 0.38 0.26 0.15
H -0.12 0.01 0.32
H -0.17 0.04 -0.04
H -0.15 -0.20 0.39
H 0.08 -0.40 0.41
H 0.47 -0.10 0.41
H 0.27 -0.06 0.13
H 0.41 -0.12 0.15
H 0.47 -0.71 0.12
H -0.18 -0.66 0.55
H -0.10 -0.51 0.22
H 0.71 -0.78 0.95
H -0.09 0.05 0.10
H 0.20 0.13 0.27
H -0.49 -0.08 -0.27
H 0.14 0.01 0.25
H -0.67 0.26 -0.02
H 0.52 -0.14 -0.56
H -0.29 0.16 0.52
H 0.31 -0.25 0.13
H 0.85 0.56 0.38
H 0.35 -0.04 0.01
H 0.06 0.24 -0.58
H -0.01 -0.41 0.22
H -0.17 -0.05 -0.04
H -0.29 -0.41 0.06
H -0.46 -0.34 0.37
H 0.24 0.20 0.16
H 0.46 -0.61 0.41

Results
HOMO-LUMO gap: 8.47 eV
SMILES: CC1(C)CCCC(C)(C)N1O.CC1(C)CCCC(C)(C)N1O.CC1(C)CCCC(C)(C)N1O.CC1(C)CCCC(C)(C)N1O.OCCO.OCCO.OCCO.OCCO
Net charge: 0
Electronic energy: -2858.04480 hartree
Spin multiplicity: 1
ΔE to the lowest compared entry with this formula, charge and spin: 63.98 kcal per mole
Molar mass: 877.300 g mol⁻¹